1.
{"formula": "C2H3NO2", "method": "the ωB97M-V functional and the def2-TZVPD basis", "charge": 0, "lumo_ev": [-0.390, -0.388], "spin_multiplicity": 1, "de_lowest_kcal_mol": 151.9, "species": ["C", "C", "N", "O", "O", "H", "H", "H"], "xyz": [[-0.74, 0.43, -3.01], [0.70, -0.30, 2.18], [-1.36, 0.13, -2.09], [-0.40, -0.18, 1.56], [-0.45, 0.07, 0.23], [-0.10, 0.74, -3.81], [1.77, -0.27, 1.77], [0.58, -0.64, 3.18]]}

---

2.
{"formula": "C4H5ClO2", "method": "the ωB97M-V functional and the def2-TZVPD basis", "charge": 0, "lumo_ev": [0.825, -2.482], "spin_multiplicity": 3, "de_lowest_kcal_mol": 3.3, "species": ["C", "C", "C", "C", "O", "O", "Cl", "H", "H", "H", "H", "H"], "xyz": [[1.01, -0.38, -0.59], [0.59, 0.72, -1.18], [0.01, -0.74, 0.47], [-0.76, 1.18, -0.53], [-1.15, 0.14, 0.24], [-0.63, 2.32, 0.20], [1.36, 1.56, -2.39], [1.95, -0.78, -0.50], [-0.38, -1.76, 0.31], [0.45, -0.37, 1.45], [-1.56, 1.41, -1.25], [-0.21, 2.16, 1.00]]}

---

3.
{"formula": "C23H31CdCl2N4O3", "method": "the ωB97M-V functional and the def2-TZVPD basis", "charge": -1, "lumo_ev": 2.388, "spin_multiplicity": 1, "de_lowest_kcal_mol": 0.0, "species": ["O", "C", "C", "C", "H", "C", "H", "C", "H", "C", "H", "C", "H", "H", "C", "C", "H", "H", "H", "C", "C", "H", "H", "H", "H", "Cd", "Cl", "Cl", "C", "O", "N", "C", "C", "H", "H", "H", "H", "H", "H", "H", "H", "H", "C", "C", "N", "H", "C", "O", "H", "H", "H", "H", "N", "C", "C", "C", "C", "C", "N", "C", "H", "H", "H", "H"], "xyz": [[1.95, 0.99, -1.10], [1.58, 1.52, -2.25], [1.56, 3.06, -2.16], [1.21, 3.70, -0.97], [0.98, 3.12, -0.08], [1.11, 5.10, -0.93], [0.81, 5.59, 0.00], [1.38, 5.86, -2.08], [1.30, 6.96, -2.06], [1.76, 5.21, -3.27], [1.98, 5.78, -4.17], [1.85, 3.81, -3.29], [2.14, 3.28, -4.20], [2.37, 1.25, -2.99], [0.35, -0.39, -3.58], [0.21, 0.94, -2.93], [0.08, -0.39, -4.65], [-0.34, -1.11, -3.11], [1.37, -0.77, -3.50], [-0.85, 1.76, -3.11], [-2.06, 1.46, -3.92], [-0.86, 2.73, -2.61], [-2.20, 2.15, -4.76], [-2.94, 1.55, -3.29], [-2.03, 0.45, -4.32], [-0.65, 0.00, -0.43], [-1.45, 2.09, 0.47], [-2.50, -1.14, -1.65], [-2.57, -1.77, 1.55], [-1.33, -1.90, 1.63], [-3.48, -2.30, 2.37], [-3.14, -3.40, 3.26], [-4.86, -1.85, 2.39], [-3.02, -1.17, 0.73], [-2.07, -3.60, 3.18], [-3.71, -4.29, 2.97], [-3.41, -3.14, 4.28], [-4.92, -0.90, 1.84], [-5.19, -1.70, 3.42], [-5.53, -2.58, 1.91], [1.88, -4.88, -0.58], [4.41, -3.88, -0.38], [1.81, -4.12, -1.37], [4.07, -3.11, -1.08], [2.62, -2.96, -1.03], [0.77, -3.80, -1.50], [2.04, -1.87, -0.51], [0.78, -1.76, -0.37], [4.52, -2.15, -0.83], [2.72, -1.06, -0.23], [2.19, -4.56, -2.30], [4.39, -3.41, -2.09], [3.34, -0.65, 6.02], [2.33, -0.42, 5.46], [1.10, -0.12, 4.78], [-0.10, 0.04, 5.50], [-1.26, 0.40, 4.82], [-1.17, 0.61, 3.44], [-0.04, 0.40, 2.77], [1.07, 0.04, 3.38], [-0.10, -0.12, 6.58], [-2.22, 0.54, 5.31], [-2.01, 0.98, 2.85], [1.95, -0.11, 2.76]]}

---

4.
{"formula": "C3H10NO", "method": "the ωB97M-V functional and the def2-TZVPD basis", "charge": 1, "lumo_ev": -3.295, "spin_multiplicity": 1, "de_lowest_kcal_mol": 26.9, "species": ["C", "C", "C", "N", "H", "H", "H", "H", "H", "H", "H", "H", "H", "H", "O"], "xyz": [[1.14, 0.64, -0.78], [0.26, 0.77, 0.47], [-0.32, 1.78, 1.16], [-0.05, -0.67, 1.05], [1.46, 1.53, -1.39], [0.77, 0.08, -1.60], [2.00, 0.06, -0.45], [-0.88, 1.56, 2.12], [-0.16, 2.82, 0.97], [0.79, -1.17, 1.26], [-0.58, -0.67, 1.95], [-0.43, -1.04, 0.16], [-0.91, -2.42, -2.07], [-1.99, -1.42, -1.55], [-1.12, -1.84, -1.30]]}

---

5.
{"formula": "C4H6Cl2", "method": "the ωB97M-V functional and the def2-TZVPD basis", "charge": 0, "smiles": "C=C(Cl)CCCl", "lumo_ev": 0.831, "spin_multiplicity": 1, "de_lowest_kcal_mol": 23.5, "species": ["C", "C", "Cl", "C", "C", "Cl", "H", "H", "H", "H", "H", "H"], "xyz": [[-1.74, 0.08, -0.92], [-0.90, -0.46, -0.03], [-0.91, -2.17, 0.22], [0.16, 0.28, 0.79], [1.60, 0.30, 0.18], [2.35, -1.42, -0.41], [-2.71, -0.37, -1.35], [-1.72, 1.09, -1.26], [0.06, -0.16, 1.76], [-0.22, 1.26, 0.75], [1.77, 1.00, -0.65], [2.26, 0.57, 0.90]]}

---

6.
{"formula": "C36H68BClI2N6O6S2", "method": "the ωB97M-V functional and the def2-TZVPD basis", "charge": 0, "lumo_ev": -0.389, "spin_multiplicity": 1, "de_lowest_kcal_mol": 0.0, "species": ["C", "C", "C", "C", "C", "C", "N", "C", "O", "O", "C", "S", "Cl", "C", "B", "O", "O", "C", "C", "C", "C", "C", "C", "O", "C", "N", "C", "O", "N", "C", "S", "N", "C", "C", "C", "C", "I", "C", "C", "I", "H", "H", "H", "H", "H", "H", "H", "H", "H", "H", "H", "H", "H", "H", "H", "H", "H", "H", "H", "H", "H", "H", "H", "H", "H", "H", "H", "H", "H", "H", "H", "H", "H", "H", "H", "H", "H", "H", "C", "C", "N", "C", "C", "C", "C", "H", "H", "H", "H", "H", "H", "H", "H", "H", "H", "H", "H", "H", "H", "H", "C", "C", "N", "C", "C", "C", "C", "H", "H", "H", "H", "H", "H", "H", "H", "H", "H", "H", "H", "H", "H", "H"], "xyz": [[3.67, -5.43, 1.63], [3.70, -5.61, 0.07], [2.65, -4.62, -0.57], [3.32, -3.51, -1.41], [4.32, -2.61, -0.62], [3.74, -1.20, -0.23], [2.70, -1.62, 0.71], [1.53, -1.66, 0.38], [0.40, -1.42, 0.16], [3.42, -0.74, -1.54], [2.49, 0.07, -2.11], [1.77, 1.54, -1.26], [3.35, 0.82, -3.60], [1.29, -0.66, -2.80], [0.06, 0.34, -3.09], [0.12, 1.28, -4.11], [-1.07, 0.22, -2.28], [4.79, -0.19, 0.41], [5.47, 0.74, -0.70], [6.49, 0.12, -1.65], [6.85, 1.04, -2.88], [6.48, 2.52, -2.75], [7.23, 3.31, -1.63], [3.93, 0.88, 0.95], [3.12, 0.87, 2.06], [3.23, 2.25, 2.66], [3.66, 3.07, 1.85], [3.94, 3.88, 1.06], [3.38, -0.18, 3.11], [3.25, 0.19, 4.25], [3.60, 0.73, 5.69], [1.66, 0.73, 1.80], [0.77, 1.73, 2.38], [-0.69, 1.20, 2.14], [-1.63, 2.43, 2.31], [5.95, -0.47, 1.41], [6.29, 1.06, 2.97], [6.97, -1.33, 1.52], [8.02, -1.38, 2.63], [7.46, -2.81, 0.09], [4.70, -5.36, 1.99], [3.14, -4.52, 1.92], [3.20, -6.31, 2.08], [4.68, -5.27, -0.28], [3.47, -6.63, -0.24], [1.91, -4.27, 0.16], [2.08, -5.24, -1.29], [3.86, -4.04, -2.20], [2.52, -2.95, -1.92], [5.08, -2.39, -1.38], [4.65, -3.17, 0.25], [2.47, 2.63, -1.69], [1.65, -1.07, -3.75], [0.92, -1.52, -2.22], [0.30, 0.81, -4.94], [-1.02, 0.88, -1.58], [4.71, 1.38, -1.14], [6.03, 1.43, -0.05], [6.27, -0.86, -2.07], [7.44, 0.00, -1.11], [6.34, 0.64, -3.77], [7.92, 0.94, -3.10], [6.77, 3.00, -3.71], [5.40, 2.69, -2.67], [7.69, 2.65, -0.88], [6.48, 3.93, -1.11], [7.96, 3.99, -2.07], [1.35, -0.15, 2.19], [0.78, 2.71, 1.88], [0.81, 1.82, 3.48], [-0.93, 0.49, 2.94], [-0.78, 0.75, 1.14], [-1.68, 2.99, 1.37], [-2.63, 2.16, 2.68], [-1.19, 3.12, 3.05], [8.66, -2.27, 2.54], [8.71, -0.53, 2.58], [7.56, -1.47, 3.62], [-3.83, 5.56, -0.35], [-3.70, 4.10, -0.78], [-4.90, 3.32, -0.54], [-4.68, 1.89, -0.71], [-4.32, 1.38, -2.11], [-6.12, 3.84, -1.12], [-6.17, 4.05, -2.64], [-4.10, 5.64, 0.71], [-2.87, 6.07, -0.48], [-4.57, 6.10, -0.94], [-2.88, 3.66, -0.20], [-3.38, 4.08, -1.83], [-5.57, 1.35, -0.36], [-3.88, 1.59, -0.03], [-5.19, 1.36, -2.77], [-3.95, 0.35, -2.04], [-3.54, 1.97, -2.58], [-6.34, 4.80, -0.64], [-6.96, 3.20, -0.83], [-5.25, 4.50, -3.03], [-6.99, 4.72, -2.89], [-6.35, 3.12, -3.17], [-5.96, -0.83, 2.19], [-7.00, -1.91, 2.43], [-8.17, -1.80, 1.57], [-9.26, -2.68, 1.98], [-9.04, -4.19, 1.90], [-7.90, -1.75, 0.14], [-7.15, -2.93, -0.49], [-6.40, 0.17, 2.30], [-5.15, -0.93, 2.91], [-5.52, -0.90, 1.19], [-7.33, -1.82, 3.47], [-6.51, -2.89, 2.34], [-10.15, -2.42, 1.40], [-9.52, -2.43, 3.01], [-9.09, -4.55, 0.87], [-9.82, -4.71, 2.46], [-8.08, -4.49, 2.33], [-7.34, -0.84, -0.06], [-8.85, -1.61, -0.39], [-6.31, -3.26, 0.12], [-6.75, -2.63, -1.46], [-7.80, -3.78, -0.66]]}

---

7.
{"formula": "C51H90ClN3O26", "method": "the ωB97M-V functional and the def2-TZVPD basis", "charge": 0, "lumo_ev": -0.287, "spin_multiplicity": 1, "species": ["C", "C", "C", "N", "C", "C", "C", "C", "C", "C", "H", "H", "H", "H", "H", "H", "H", "H", "H", "H", "H", "H", "H", "H", "H", "H", "H", "H", "H", "H", "Cl", "O", "C", "O", "C", "C", "C", "H", "H", "H", "H", "H", "H", "H", "H", "O", "C", "O", "C", "C", "C", "H", "H", "H", "H", "H", "H", "H", "H", "O", "C", "O", "C", "C", "C", "H", "H", "H", "H", "H", "H", "H", "H", "O", "C", "O", "C", "C", "C", "H", "H", "H", "H", "H", "H", "H", "H", "C", "C", "C", "C", "N", "H", "H", "H", "H", "H", "H", "H", "C", "C", "C", "C", "N", "H", "H", "H", "H", "H", "H", "H", "C", "C", "O", "C", "O", "O", "H", "H", "H", "H", "C", "C", "O", "C", "O", "O", "H", "H", "H", "H", "C", "C", "O", "C", "O", "O", "H", "H", "H", "H", "C", "C", "O", "C", "O", "O", "H", "H", "H", "H", "C", "C", "O", "C", "O", "O", "H", "H", "H", "H", "C", "C", "O", "C", "O", "O", "H", "H", "H", "H"], "xyz": [[-0.65, 2.94, -1.98], [-0.52, 1.50, -1.40], [0.47, 1.46, -0.29], [0.75, 0.04, 0.25], [1.60, 0.17, 1.56], [0.78, 0.72, 2.78], [-0.52, -0.06, 2.99], [-1.37, -0.17, 1.72], [-0.60, -0.74, 0.52], [1.68, -0.76, -0.70], [-1.63, 2.92, -2.46], [0.13, 3.15, -2.71], [-0.79, 3.73, -1.25], [-0.35, 0.83, -2.23], [-1.49, 1.19, -1.01], [0.11, 2.04, 0.57], [1.48, 1.78, -0.56], [2.45, 0.81, 1.33], [2.04, -0.78, 1.85], [0.50, 1.77, 2.66], [1.31, 0.70, 3.73], [-1.12, 0.41, 3.76], [-0.29, -1.07, 3.34], [-1.82, 0.79, 1.46], [-2.28, -0.76, 1.81], [-1.19, -0.89, -0.38], [-0.23, -1.76, 0.67], [1.11, -1.04, -1.58], [2.22, -1.63, -0.32], [2.38, -0.07, -1.18], [-0.81, 4.53, 1.89], [-0.01, 1.64, 5.99], [0.49, 1.99, 7.05], [1.80, 1.86, 7.39], [2.59, 0.97, 6.63], [3.87, 0.64, 7.38], [-0.40, 2.65, 8.07], [2.70, 1.38, 5.62], [2.13, -0.01, 6.55], [4.48, -0.09, 6.86], [3.70, 0.29, 8.40], [4.41, 1.58, 7.52], [0.10, 3.55, 8.43], [-0.62, 1.94, 8.87], [-1.29, 3.04, 7.59], [1.38, -3.76, -5.71], [2.21, -2.94, -5.25], [3.09, -2.34, -6.01], [3.10, -2.47, -7.40], [3.78, -1.25, -7.99], [2.37, -2.55, -3.77], [2.09, -2.58, -7.79], [3.58, -3.42, -7.60], [3.21, -0.39, -7.66], [3.86, -1.28, -9.08], [4.74, -1.17, -7.47], [3.42, -2.67, -3.51], [1.70, -3.11, -3.11], [2.15, -1.51, -3.54], [-3.30, -0.21, -6.05], [-2.65, 0.08, -5.04], [-1.31, 0.22, -4.93], [-0.46, 0.26, -5.99], [-0.20, 1.71, -6.25], [-3.21, 0.03, -3.70], [-0.77, -0.22, -6.92], [0.43, -0.27, -5.68], [0.53, 1.82, -7.05], [0.14, 2.21, -5.34], [-1.00, 2.37, -6.59], [-2.79, -0.83, -3.18], [-4.29, -0.11, -3.72], [-2.96, 0.91, -3.11], [-4.84, 2.60, 3.08], [-4.19, 1.92, 3.84], [-4.27, 0.56, 4.00], [-5.30, -0.16, 3.30], [-6.66, -0.05, 3.94], [-3.05, 2.52, 4.60], [-4.96, -1.18, 3.15], [-5.27, 0.29, 2.31], [-6.84, -0.91, 4.59], [-7.38, -0.18, 3.14], [-6.82, 0.89, 4.46], [-3.23, 3.57, 4.86], [-2.16, 2.44, 3.97], [-3.04, 2.11, 5.60], [-2.01, -4.23, 2.60], [-1.47, -5.21, 1.57], [0.05, -5.50, 1.67], [0.90, -4.29, 1.52], [1.55, -3.36, 1.41], [-3.07, -4.35, 2.80], [-1.74, -3.22, 2.28], [-1.48, -4.40, 3.54], [-1.71, -4.94, 0.54], [-1.95, -6.18, 1.73], [0.39, -6.11, 0.84], [0.23, -5.91, 2.67], [2.57, -5.48, 4.81], [3.98, -4.91, 4.67], [4.07, -3.58, 3.89], [3.17, -2.49, 4.38], [2.46, -1.69, 4.79], [2.57, -6.37, 5.44], [2.12, -5.63, 3.83], [1.91, -4.71, 5.23], [4.68, -5.70, 4.41], [4.29, -4.65, 5.68], [3.90, -3.82, 2.83], [5.12, -3.29, 3.91], [2.17, 6.26, -1.11], [2.27, 5.11, -2.10], [1.54, 5.64, -3.17], [1.46, 6.93, -3.09], [1.01, 7.66, -3.98], [1.99, 7.39, -1.95], [3.17, 6.32, -0.68], [1.38, 6.31, -0.36], [1.84, 4.17, -1.74], [3.31, 4.91, -2.35], [-1.55, -5.02, -4.36], [-0.84, -5.94, -3.37], [-0.23, -5.00, -2.48], [-0.87, -3.79, -2.61], [-0.71, -2.82, -1.93], [-1.74, -3.84, -3.59], [-2.43, -5.54, -4.75], [-0.93, -4.94, -5.25], [-0.12, -6.53, -3.93], [-1.51, -6.59, -2.81], [-5.69, -2.86, -1.08], [-5.60, -2.96, 0.42], [-4.67, -1.99, 0.76], [-4.70, -1.05, -0.16], [-4.20, 0.08, -0.06], [-5.37, -1.49, -1.27], [-6.71, -3.11, -1.38], [-4.90, -3.36, -1.64], [-5.42, -4.00, 0.70], [-6.59, -2.82, 0.85], [-5.45, 4.37, -0.15], [-4.04, 3.77, -0.35], [-4.13, 3.34, -1.73], [-5.39, 3.54, -2.23], [-5.83, 3.04, -3.26], [-6.08, 4.32, -1.41], [-5.23, 5.37, 0.21], [-6.05, 3.85, 0.59], [-3.97, 2.90, 0.30], [-3.24, 4.46, -0.08], [5.60, 0.29, -3.45], [4.92, 0.38, -4.84], [3.74, 1.15, -4.67], [3.62, 1.45, -3.33], [2.77, 2.20, -2.78], [4.61, 0.84, -2.60], [6.45, 0.96, -3.31], [5.92, -0.73, -3.23], [4.58, -0.57, -5.24], [5.62, 0.93, -5.47], [4.07, 4.84, 2.36], [2.82, 4.16, 1.85], [3.29, 3.38, 0.79], [4.55, 3.74, 0.47], [5.15, 3.29, -0.56], [4.93, 4.75, 1.21], [4.46, 4.35, 3.25], [3.85, 5.91, 2.48], [2.16, 4.92, 1.43], [2.33, 3.52, 2.58]]}

---

Ordered max |F| results: 2.00, 10.36, 2.74, 2.56, 3.20, 3.48, 5.62; unit eV/Å.